Entry from the Open Molecules 2025 dataset: a cluster of 16 separate species, C66H161N3O16 in total at a distorted geometry (ωB97M-V/def2-TZVPD).

Positions of all 246 atoms, in Å:
C (-4.13, 2.26, -0.05)
O (1.83, -1.59, 3.47)
O (-3.79, -3.08, 5.10)
C (4.86, -5.70, -0.94)
H (3.93, 1.47, 4.91)
H (6.89, -1.64, -1.45)
H (3.94, 0.95, -4.49)
H (0.29, -2.32, -0.13)
C (-1.51, -1.13, -0.55)
H (5.62, -3.88, -1.38)
C (-4.51, 2.32, -5.19)
H (2.82, -5.58, 2.90)
H (-5.32, 3.68, -1.21)
H (3.71, -2.54, -1.09)
H (-4.30, 3.22, -4.63)
H (7.15, 3.02, -6.12)
H (0.57, -1.03, -5.08)
H (-0.67, 2.54, -1.49)
H (5.28, -3.08, 0.85)
H (-5.37, 1.77, -4.75)
H (-6.59, -5.22, 2.20)
H (-3.81, 0.42, -3.65)
H (-5.35, -2.57, -2.62)
H (4.35, 0.41, -2.83)
H (1.35, 4.72, 3.94)
H (-4.34, 1.21, 0.30)
H (4.56, -5.86, -1.99)
H (-4.47, -2.85, -4.78)
C (1.08, 3.71, 6.43)
H (2.01, 3.98, 5.98)
O (-3.00, -4.83, -1.97)
H (-1.93, -1.35, 5.14)
C (6.44, 3.89, -4.26)
H (-5.81, -1.67, 1.58)
H (-2.29, 4.82, 1.02)
H (1.36, -0.83, -1.53)
H (-1.12, -3.26, -0.01)
H (4.65, 2.26, 1.19)
C (-1.52, 2.87, 3.26)
C (-0.01, 4.18, 5.47)
H (-7.75, -1.09, -2.75)
H (-2.72, -6.66, -2.72)
C (1.44, -0.07, -0.72)
H (-2.41, -7.68, -0.39)
H (1.06, 2.61, 6.44)
H (-3.81, 5.12, -1.85)
C (0.55, 4.00, 4.06)
H (5.14, 4.18, -5.87)
H (-4.66, -3.90, -0.76)
H (7.60, 5.53, -3.47)
C (3.54, -3.64, -1.09)
N (5.70, 2.60, -3.92)
C (-5.41, 2.65, -0.86)
H (-1.01, -1.90, -3.54)
C (0.91, -3.57, -4.49)
O (6.67, 1.87, -3.15)
H (6.16, 4.96, -2.46)
C (1.99, -5.08, 2.44)
H (2.88, 2.32, 0.78)
C (-2.73, 5.39, -1.72)
H (-3.16, -5.11, 3.61)
H (-4.63, -3.74, 1.28)
H (-2.50, -1.57, 3.49)
H (-1.11, 1.74, 0.82)
H (-3.22, 2.28, -0.69)
H (-3.98, 5.39, 0.66)
H (-4.50, 1.77, -2.37)
H (1.15, -6.74, 1.65)
H (1.33, -2.81, -3.79)
H (-3.91, 2.11, 5.68)
H (-1.04, 2.83, 7.45)
H (8.58, 0.02, 1.46)
C (7.50, -1.21, -0.65)
H (4.31, 5.77, -3.62)
H (-3.31, -2.21, -0.67)
H (-0.85, -3.64, -5.85)
C (5.45, 4.77, -5.05)
H (-3.24, 0.62, -5.69)
H (-5.97, -3.89, -4.60)
H (2.30, 0.59, -0.86)
H (1.22, -4.35, 4.33)
H (2.78, 1.21, -3.28)
H (-7.91, -2.79, -2.86)
H (-2.92, 6.28, 1.77)
C (0.87, -4.83, 3.43)
H (-1.94, 2.31, -6.59)
H (2.05, -2.50, 3.05)
O (-5.38, 1.73, -1.99)
H (7.26, 1.11, 1.92)
H (-7.90, -1.78, -4.36)
H (-7.61, 2.63, -0.42)
O (-1.09, 6.71, -0.38)
C (-3.26, 1.54, -5.09)
C (-6.47, -2.55, 1.38)
H (6.26, 0.49, -0.62)
H (3.43, -3.82, 1.64)
C (-3.17, 4.40, 4.50)
H (3.17, -0.32, 2.95)
H (-4.08, 4.15, 4.02)
H (-1.68, 0.23, -3.02)
C (-0.68, -2.41, -0.59)
H (-3.34, -3.62, 2.59)
H (-7.13, -2.20, 0.57)
H (-0.62, -5.35, -2.67)
H (5.22, 2.29, -1.11)
C (-0.43, 5.62, 5.81)
H (3.56, 2.67, -1.20)
H (1.11, 3.02, 4.10)
H (-4.01, -7.19, -0.88)
H (7.96, 4.56, -5.54)
H (4.09, -1.52, 4.96)
H (-4.78, 2.55, -6.24)
C (1.46, -5.76, 1.25)
O (-1.33, -2.71, -4.01)
H (5.93, -6.06, -0.90)
H (-2.44, 1.05, 5.18)
H (-0.87, -2.14, 3.91)
H (0.53, 1.44, 1.29)
H (-1.73, -4.30, 2.81)
H (0.58, -5.22, 0.82)
H (0.57, 1.80, -2.47)
C (3.65, 2.48, 1.51)
C (1.56, -0.19, 5.44)
C (6.77, -0.12, 0.15)
C (-1.90, -2.03, 4.29)
C (-0.42, 4.01, 2.91)
O (-5.31, -0.76, -3.61)
H (1.17, -2.38, 5.27)
C (7.56, 3.58, -5.25)
H (1.58, -3.82, -5.34)
H (5.15, -0.07, 1.33)
H (8.34, -0.71, -1.07)
C (4.07, 2.13, 4.04)
C (4.83, -4.26, -0.69)
C (3.30, 1.66, 2.79)
C (7.75, 0.66, 1.06)
C (4.54, 2.92, -1.67)
N (-1.05, 0.13, -1.24)
C (-2.93, 5.69, 0.77)
C (4.14, 5.02, -4.39)
H (3.37, -3.16, 4.86)
C (-0.72, -0.24, 1.56)
H (-2.11, -1.79, 1.43)
H (5.14, 2.26, 3.81)
C (-5.88, -2.12, -3.48)
H (-4.16, 2.82, 0.83)
H (0.60, -4.37, -3.85)
H (-4.31, -3.89, 5.14)
H (3.38, -2.47, 6.35)
H (-6.57, 3.20, 0.82)
H (-5.66, -5.99, 0.90)
H (-0.89, 5.02, 2.74)
C (-2.26, 3.15, 4.57)
H (-1.95, -3.92, 5.28)
C (-6.63, 2.48, 0.00)
H (0.12, -4.16, 2.95)
H (0.47, -0.19, 5.58)
C (3.48, 3.64, -3.96)
H (-2.23, 2.61, 2.41)
H (-7.19, -5.16, 0.56)
C (6.99, 4.67, -3.10)
H (0.43, 6.26, 6.21)
C (-3.03, -6.85, -0.70)
C (-6.27, -5.12, 1.13)
H (-1.97, 3.29, -5.15)
O (-1.70, 3.22, 6.92)
C (-1.97, 2.23, -5.48)
H (-0.46, -7.02, -2.05)
H (8.30, 3.04, -4.72)
H (1.99, -0.07, 6.43)
H (-3.48, -0.64, -1.43)
H (-6.01, -2.42, -5.60)
H (-0.61, -5.53, -0.98)
H (-2.74, -0.21, 0.96)
H (0.53, -1.62, -6.60)
C (-2.75, -1.51, -1.27)
C (-7.43, -1.94, -3.39)
H (-0.88, 6.11, 4.98)
C (0.31, 2.07, -1.41)
H (-2.69, -4.39, -2.79)
C (-1.86, -0.88, 0.87)
H (5.84, 5.77, -5.38)
O (-0.90, -0.21, -2.61)
H (-2.60, -1.95, -2.25)
C (-0.29, 0.97, 0.81)
H (-3.59, 1.48, 3.98)
H (0.11, -0.92, 1.73)
C (3.86, 1.20, -3.42)
H (7.65, 4.04, -2.46)
H (-2.97, -6.16, 0.16)
C (-0.92, -6.02, -1.89)
H (1.06, 2.77, -1.05)
H (-1.06, -1.07, -6.01)
H (-0.69, 6.58, -1.19)
C (-3.17, 1.89, 4.89)
H (3.56, 3.50, 1.80)
C (3.28, -2.19, 5.33)
C (-5.56, -2.90, -4.74)
H (-1.15, 5.51, 6.59)
H (6.72, 1.02, -3.65)
H (-5.75, -0.21, -2.95)
C (4.44, 2.64, -3.18)
H (0.34, -5.78, 3.64)
C (-0.38, -2.90, -5.11)
H (7.84, -2.07, -0.03)
O (-5.45, -3.43, -0.51)
C (1.95, -1.62, 4.92)
H (3.48, 5.52, -5.12)
C (-0.09, -1.53, -5.76)
C (-2.42, -6.09, -1.88)
H (4.81, 3.99, -1.53)
H (2.59, 3.76, -3.40)
N (-1.12, 3.17, 5.57)
C (0.14, 0.76, -0.63)
O (5.18, -4.04, 0.69)
O (3.80, 0.32, 2.50)
H (-6.72, 1.51, 0.55)
H (-3.42, 4.84, 5.46)
H (1.22, 4.02, 7.47)
H (-2.32, 4.40, -1.40)
H (8.23, 1.47, 0.46)
H (4.25, -6.35, -0.33)
C (-2.46, 6.36, -0.52)
H (0.03, 3.72, 1.96)
H (-3.02, 7.28, -0.75)
H (-2.66, 5.18, 3.83)
H (-1.09, 1.67, -5.20)
O (2.58, -3.74, 2.14)
H (1.99, 0.56, 4.80)
H (-0.46, -2.69, -1.62)
H (2.15, -5.88, 0.38)
C (-2.69, -4.15, 3.30)
H (2.23, 1.55, 3.06)
H (3.16, 3.23, -4.91)
H (-7.10, -2.80, 2.26)
H (-1.02, 1.89, 3.32)
H (-2.22, 5.59, -2.62)
H (3.39, -4.05, -2.12)
H (3.67, 3.11, 4.29)
H (1.60, -0.77, 0.18)
C (-5.64, -3.78, 0.84)
H (-1.02, -0.03, 2.54)
O (-3.09, 1.06, -3.72)
O (5.75, -0.76, 0.98)
H (2.64, -3.93, -0.51)
C (-2.49, -3.35, 4.56)

Output
- spin multiplicity = 1
- energy relative to the best compared isomer or geometry (same formula, charge and spin) (eV) = 2.077
- E_HOMO (Ha) = -0.3056
- total energy (eV) = -108277.581
- charge = 0
- molecular weight (Da) = 1253.02